Entry 1:
88
Properties=species:S:1:pos:R:3:lowdin_charge:R:1 method="wB97M-V/def2-TZVPD" gap_ev=6.0919 total_energy_ev=-391201.7162 total_charge=-1
N 4.42 -3.02 -4.62 -0.2849
P 3.80 -3.48 -3.23 0.6336
C 2.53 -2.52 -2.44 -0.5166
C 2.92 -1.13 -1.88 -0.3008
C 4.41 -0.75 -1.83 -0.2850
C 4.85 -0.09 -3.13 -0.6242
Cl 6.59 -0.28 -3.46 0.5234
S 1.38 -2.27 -3.65 0.5887
O 1.08 -3.49 -4.37 -0.3801
O 1.51 -1.08 -4.47 -0.3257
C -0.20 -2.00 -2.72 -0.6279
F -0.37 -2.95 -1.77 0.0907
F -0.28 -0.79 -2.11 0.0837
F -1.25 -2.09 -3.57 0.0944
H 5.43 -2.91 -4.53 -0.0696
H 3.20 -4.74 -3.34 -0.0457
H 4.77 -3.66 -2.23 0.0004
H 2.55 -1.07 -0.86 0.0810
H 2.43 -0.32 -2.42 0.0044
H 5.07 -1.56 -1.52 0.0747
H 4.50 0.02 -1.05 0.0817
H 4.26 -0.44 -3.98 0.0522
H 4.68 0.98 -3.06 0.0233
C 4.62 3.42 0.57 -1.0479
Cl 4.15 3.40 -1.13 0.5080
Cl 5.95 2.31 0.91 0.5129
H 4.94 4.42 0.83 -0.0703
H 3.76 3.13 1.17 0.0135
C -2.02 -2.74 1.07 -1.0104
Cl -0.91 -3.69 2.05 0.5417
Cl -3.72 -2.97 1.54 0.5033
H -1.77 -1.69 1.18 -0.0064
H -1.92 -3.06 0.04 -0.0306
C -0.23 1.08 1.57 -1.0422
Cl 0.28 -0.21 2.68 0.4993
Cl 0.99 1.43 0.33 0.5664
H -1.15 0.79 1.08 0.0135
H -0.39 1.98 2.16 -0.0118
C -0.05 2.37 -3.03 -0.9894
Cl 1.65 1.92 -3.08 0.5757
Cl -0.46 3.70 -4.14 0.5251
H -0.64 1.50 -3.31 0.0229
H -0.29 2.68 -2.02 -0.0025
C 4.21 7.17 2.47 -1.0067
Cl 3.73 7.15 0.77 0.5264
Cl 5.54 6.06 2.79 0.5368
H 4.53 8.17 2.72 0.0209
H 3.36 6.88 3.07 0.0243
C -3.62 2.12 3.83 -1.0035
Cl -3.46 2.90 2.24 0.5197
Cl -2.19 1.18 4.28 0.5104
H -3.77 2.90 4.57 -0.0437
H -4.47 1.45 3.80 0.0162
C 2.61 3.62 -6.34 -1.0464
Cl 2.10 3.59 -8.04 0.4866
Cl 3.93 2.49 -6.02 0.5236
H 2.95 4.62 -6.11 0.0235
H 1.77 3.34 -5.73 -0.0534
C 1.96 -6.28 -5.56 -1.0180
Cl 3.63 -6.86 -5.60 0.4820
Cl 1.17 -6.67 -4.02 0.4939
H 1.96 -5.20 -5.68 0.0028
H 1.41 -6.77 -6.35 0.0170
C -2.75 5.15 7.01 -1.0023
Cl -1.43 4.35 6.14 0.5199
Cl -4.25 5.20 6.07 0.5066
H -2.93 4.61 7.93 0.0262
H -2.45 6.17 7.22 0.0246
C -3.45 -4.58 -3.05 -1.0093
Cl -4.08 -3.76 -1.61 0.5181
Cl -4.61 -5.75 -3.71 0.5000
H -3.24 -3.84 -3.81 0.0183
H -2.54 -5.11 -2.78 0.0289
C -5.41 -2.91 5.04 -1.0264
Cl -5.10 -1.30 5.72 0.4949
Cl -7.04 -3.04 4.36 0.4978
H -4.69 -3.08 4.25 -0.0233
H -5.30 -3.64 5.83 0.0246
C -7.57 7.34 7.88 -1.0240
Cl -6.94 6.03 8.88 0.4939
Cl -6.48 7.76 6.55 0.4882
H -8.52 7.03 7.46 0.0230
H -7.71 8.22 8.50 0.0212
C -2.34 -7.28 2.05 -1.0282
Cl -1.27 -8.27 3.04 0.4950
Cl -4.03 -7.43 2.55 0.4864
H -2.05 -6.24 2.15 -0.0364
H -2.26 -7.60 1.02 0.0273



Entry 2:
57
Properties=species:S:1:pos:R:3:lowdin_spin:R:1 method="wB97M-V/def2-TZVPD" multiplicity=8 s_squared=16.10 gap_ev="5.5766 / 7.2269" total_energy_ev=-53867.4942 total_charge=+2
C 1.48 1.97 -1.71 -0.0046
H 2.40 2.56 -1.73 -0.0029
H 1.60 1.21 -2.51 0.0022
H 1.66 1.35 -0.48 0.0066
C 0.26 2.87 -1.91 0.0064
H -0.63 2.35 -2.32 0.0024
H -0.06 3.28 -0.94 0.0013
C 0.58 4.04 -2.86 -0.0002
H -0.28 4.71 -2.99 0.0003
H 1.40 4.63 -2.46 -0.0001
H 0.86 3.68 -3.86 -0.0001
C -0.83 -1.96 -1.10 -0.0377
C -1.48 -1.15 -2.08 0.0005
C -0.50 -0.73 -3.03 -0.0963
C 0.76 -1.30 -2.65 -0.1276
C 0.56 -2.04 -1.44 -0.0160
C 1.56 -2.88 -0.74 0.0015
C 2.00 -1.29 -3.46 -0.0194
C -0.76 0.05 -4.27 -0.0107
C -2.94 -0.86 -2.12 0.0020
C -1.50 -2.69 0.01 -0.0074
Gd 0.09 0.46 -0.85 7.3534
H 2.86 -1.63 -2.87 -0.0006
H 1.91 -1.96 -4.33 -0.0089
H 2.23 -0.29 -3.86 -0.0040
H 2.58 -2.58 -0.99 0.0002
H 1.45 -2.82 0.36 0.0003
H 1.45 -3.95 -1.01 -0.0001
H -2.33 -2.10 0.43 -0.0008
H -1.93 -3.64 -0.36 -0.0034
H -0.81 -2.93 0.81 -0.0003
H -3.16 -0.02 -2.79 0.0002
H -3.49 -1.74 -2.48 0.0003
H -3.33 -0.60 -1.12 0.0004
H 0.04 0.78 -4.48 -0.0019
H -0.81 -0.62 -5.15 -0.0055
H -1.71 0.59 -4.22 -0.0006
C -0.70 -1.89 5.08 0.0000
C -0.20 -1.34 3.75 -0.0003
N -1.26 -0.50 3.12 -0.0033
C -0.93 0.56 2.33 -0.0005
S -1.89 0.97 0.96 -0.0240
N 0.11 1.35 2.74 -0.0010
C 0.20 1.77 4.16 -0.0002
C 1.64 2.08 4.50 0.0000
H -1.13 -1.10 5.70 0.0000
H 0.14 -2.34 5.62 0.0000
H -1.45 -2.67 4.92 0.0000
H 0.69 -0.73 3.87 0.0000
H 0.04 -2.16 3.06 -0.0001
H -2.07 -1.02 2.78 0.0003
H 0.25 2.15 2.11 0.0004
H -0.43 2.66 4.30 0.0000
H -0.20 0.97 4.79 0.0000
H 1.98 2.98 3.96 0.0000
H 1.73 2.27 5.57 0.0000
H 2.30 1.25 4.23 0.0000



Entry 3:
67
Properties=species:S:1:pos:R:3:lowdin_charge:R:1 method="wB97M-V/def2-TZVPD" gap_ev=8.1767 total_energy_ev=-70785.0958 total_charge=+1
Y -0.48 0.28 -0.41 1.5645
C 1.61 2.58 -2.05 -0.1747
Si 2.52 1.67 -0.63 0.4354
C 2.13 2.51 1.05 -0.1689
C 4.38 1.83 -1.00 -0.1595
C 1.85 -0.14 -0.51 -0.6163
Si 2.34 -1.26 -2.00 0.4247
C 2.20 -0.34 -3.66 -0.1772
C 4.12 -1.89 -1.80 -0.1616
C 1.14 -2.74 -2.12 -0.1737
Si 2.22 -0.96 1.18 0.4963
C 3.97 -0.66 1.86 -0.1552
C 1.85 -2.84 1.23 -0.1602
C 0.91 -0.33 2.45 -0.3111
C 1.19 -0.18 3.80 -0.0460
C 0.18 0.03 4.72 -0.0237
C -1.13 0.03 4.25 -0.0279
C -1.35 -0.10 2.90 -0.1289
N -0.36 -0.25 2.01 -0.0628
H 1.49 3.63 -1.81 0.0407
H 0.60 2.18 -2.24 0.0000
H 2.16 2.53 -2.98 0.0311
H 2.08 3.59 0.95 0.0415
H 2.89 2.29 1.78 0.0258
H 1.17 2.18 1.46 0.0058
H 4.67 2.87 -1.07 0.0370
H 4.63 1.37 -1.95 0.0206
H 4.99 1.36 -0.24 0.0218
H 2.93 0.46 -3.74 0.0175
H 1.21 0.09 -3.83 0.0248
H 2.40 -1.03 -4.48 0.0355
H 4.83 -1.07 -1.71 0.0214
H 4.42 -2.48 -2.66 0.0356
H 4.23 -2.51 -0.92 0.0173
H 0.12 -2.50 -1.80 0.0011
H 1.48 -3.58 -1.53 0.0204
H 1.07 -3.09 -3.15 0.0326
H 4.70 -0.89 1.09 0.0251
H 4.19 -1.29 2.72 0.0361
H 4.13 0.37 2.15 0.0224
H 2.56 -3.39 0.62 0.0210
H 0.85 -3.08 0.87 0.0260
H 1.93 -3.23 2.24 0.0385
H 2.22 -0.22 4.13 0.1072
H 0.39 0.16 5.77 0.1201
H -1.96 0.14 4.93 0.1142
H -2.36 -0.10 2.50 0.1016
C -5.92 -2.41 -0.50 -0.0397
N -5.60 -1.01 -0.51 -0.1598
C -6.64 0.00 -0.51 -0.0890
C -5.87 1.33 -0.49 -0.0981
N -4.49 0.87 -0.44 0.0512
C -4.39 -0.45 -0.46 -0.7630
S -2.96 -1.35 -0.41 0.6332
H -6.63 -2.62 0.30 0.1015
H -5.01 -2.98 -0.34 0.0516
H -6.35 -2.71 -1.46 0.1043
H -7.27 -0.12 0.37 0.1316
H -7.26 -0.10 -1.40 0.1322
H -6.10 1.94 0.39 0.1293
H -6.04 1.93 -1.38 0.1301
H -3.73 1.52 -0.46 0.0884
F -2.75 3.88 -0.15 0.2650
B -1.82 2.94 -0.20 -1.2886
F -0.50 3.27 -0.14 0.1728
F -1.96 2.13 -1.42 0.0011
F -2.00 1.94 0.84 0.0300



Entry 4:
68
Properties=species:S:1:pos:R:3:lowdin_charge:R:1 method="wB97M-V/def2-TZVPD" gap_ev=7.6756 total_energy_ev=-63007.9450 total_charge=-1
C 2.28 -2.83 1.16 -0.1082
C 2.53 -1.33 1.38 -0.2594
C 3.08 -0.64 0.12 -0.2081
C 2.93 0.90 0.05 -0.2003
C 2.63 1.67 1.34 -0.1922
C 2.15 3.09 0.98 -0.1929
C 0.76 3.46 1.52 -0.2254
C -0.10 4.10 0.43 -0.2359
S -0.61 2.86 -0.80 0.5243
O 0.15 3.16 -2.01 -0.3658
O -0.34 1.55 -0.22 -0.3309
N -2.14 3.11 -1.14 -0.3335
S -3.28 2.84 -0.05 0.5530
O -4.43 3.66 -0.39 -0.3497
O -2.79 2.96 1.32 -0.3661
B -3.68 1.03 -0.46 -0.6158
O -4.67 0.86 -1.40 0.1271
N -2.93 -0.02 0.15 -0.0942
C -2.89 0.00 1.63 -0.0512
C -3.11 -1.34 -0.44 -0.0667
H 2.74 -3.45 1.94 0.0587
H 2.67 -3.17 0.19 0.0603
H 1.21 -3.06 1.17 0.0533
H 1.60 -0.85 1.67 0.0962
H 3.24 -1.20 2.20 0.1028
H 4.13 -0.92 -0.01 0.1030
H 2.55 -1.07 -0.73 0.0989
H 3.87 1.31 -0.34 0.1027
H 2.16 1.16 -0.67 0.0850
H 3.52 1.74 1.98 0.1073
H 1.84 1.16 1.89 0.0878
H 2.08 3.14 -0.11 0.0769
H 2.90 3.84 1.25 0.1098
H 0.26 2.55 1.85 0.0904
H 0.80 4.14 2.38 0.1070
H 0.48 4.82 -0.15 0.0963
H -0.98 4.59 0.83 0.0802
H -4.49 0.20 -2.06 0.0876
H -2.12 0.69 1.97 0.0736
H -3.84 0.30 2.08 0.0890
H -2.65 -1.00 1.98 0.0705
H -2.90 -2.12 0.29 0.0587
H -2.39 -1.49 -1.26 0.0950
H -4.12 -1.53 -0.82 0.0793
O -1.44 -3.91 1.81 0.1253
C -2.49 -4.45 1.99 -0.4946
O -3.49 -3.90 2.72 0.0182
C -4.58 -4.81 2.85 -0.1565
C -4.44 -5.78 1.69 -0.1541
C -2.93 -5.82 1.50 -0.0753
H -4.49 -5.31 3.82 0.1242
H -5.50 -4.23 2.84 0.1251
H -4.90 -6.75 1.89 0.1113
H -4.91 -5.36 0.80 0.1172
H -2.45 -6.58 2.12 0.1289
H -2.61 -5.96 0.47 0.1243
O 4.56 3.68 -1.90 0.1143
C 4.29 2.88 -2.74 -0.4907
O 5.22 2.00 -3.21 0.0056
C 4.66 1.22 -4.28 -0.1688
C 3.15 1.27 -4.08 -0.1445
C 2.97 2.65 -3.45 -0.0719
H 4.96 1.67 -5.23 0.1191
H 5.08 0.22 -4.22 0.1179
H 2.59 1.12 -5.00 0.1127
H 2.85 0.50 -3.36 0.1127
H 2.85 3.44 -4.19 0.1354
H 2.14 2.71 -2.74 0.0858



Entry 5:
64
Properties=species:S:1:pos:R:3:lowdin_charge:R:1 method="wB97M-V/def2-TZVPD" smiles="CCOC(C)=O.CCOC(C)=O.CC(C)=O.CC(C)=O.BrCCBr.BrCCBr" gap_ev=9.7777 total_energy_ev=-311703.6910 total_charge=0
C -2.38 -4.85 3.32 -0.0299
C -1.51 -3.86 2.51 -0.4398
O -1.86 -2.68 2.50 0.0411
C -0.18 -4.39 1.94 -0.0106
H -3.39 -4.50 3.53 0.0775
H -1.88 -5.13 4.25 0.0794
H -2.56 -5.79 2.79 0.0729
H 0.35 -3.53 1.54 0.0605
H -0.21 -5.11 1.12 0.0846
H 0.34 -4.74 2.83 0.0846
C -0.29 2.97 4.26 -0.0707
C -0.21 4.45 4.01 -0.4761
O 0.49 5.17 4.71 0.0361
C -1.12 5.07 2.91 -0.0448
H 0.57 2.42 3.86 0.0258
H -1.23 2.66 3.81 0.0536
H -0.28 2.74 5.32 0.0912
H -0.83 4.99 1.86 0.0505
H -1.12 6.16 2.90 0.0730
H -2.15 4.82 3.16 0.0771
O 5.86 -0.71 -3.80 0.1121
C 4.95 -1.35 -3.30 -0.5352
O 4.90 -2.61 -2.79 -0.0408
C 6.13 -3.33 -2.68 -0.1981
C 5.72 -4.80 -2.30 -0.0548
C 3.65 -0.77 -3.00 -0.0398
H 6.73 -2.86 -1.90 0.1231
H 6.64 -3.31 -3.64 0.1184
H 5.42 -4.82 -1.25 0.0716
H 6.56 -5.49 -2.41 0.0659
H 5.03 -5.17 -3.06 0.0743
H 3.16 -1.32 -2.20 0.0463
H 2.92 -0.86 -3.81 0.0804
H 3.70 0.29 -2.75 0.0770
O -6.12 -0.54 -1.38 0.0926
C -5.16 0.13 -1.73 -0.4958
O -5.07 1.06 -2.68 -0.0079
C -6.16 1.59 -3.30 -0.2576
C -6.81 2.69 -2.43 -0.0501
C -3.83 0.04 -0.93 0.0185
H -6.82 0.78 -3.60 0.1268
H -5.89 2.12 -4.21 0.1190
H -6.05 3.39 -2.06 0.0820
H -7.43 2.21 -1.67 0.0759
H -7.47 3.25 -3.09 0.0724
H -3.91 -0.66 -0.09 0.0865
H -3.68 1.05 -0.56 0.0903
H -3.01 -0.37 -1.51 0.0639
Br 0.24 -1.70 -2.33 0.6291
C 0.55 -0.25 -1.00 -0.6402
C -0.39 -0.46 0.18 -0.5962
Br -0.08 0.93 1.64 0.6869
H 0.18 0.64 -1.50 0.0551
H 1.60 -0.06 -0.77 0.0005
H -0.19 -1.43 0.62 0.0243
H -1.41 -0.33 -0.18 0.0121
Br 2.23 5.37 1.39 0.6475
C 2.45 3.38 1.32 -0.6916
C 3.80 3.13 0.83 -0.7146
Br 4.00 1.24 0.34 0.6644
H 1.71 2.92 0.66 0.0063
H 2.31 3.00 2.33 0.0460
H 4.55 3.45 1.55 0.0695
H 3.99 3.71 -0.07 0.0481



Entry 6:
63
Properties=species:S:1:pos:R:3:lowdin_spin:R:1 method="wB97M-V/def2-TZVPD" multiplicity=2 s_squared=0.77 gap_ev="5.8311 / 5.5470" total_energy_ev=-107568.4960 total_charge=+4
Ir -1.42 -0.27 -0.58 0.7670
C 0.77 2.03 -4.08 0.0000
N 0.38 0.62 -4.29 -0.0016
C 0.60 0.02 -5.63 -0.0002
C -0.16 -0.05 -3.30 0.0009
N -0.32 0.45 -2.08 0.0078
N -0.54 -1.36 -3.57 0.0097
C -1.06 -2.30 -2.73 0.0237
N -1.30 -3.49 -3.25 0.0319
N -1.29 -2.03 -1.45 0.0877
H 1.17 2.42 -5.01 0.0000
H 1.55 2.11 -3.33 -0.0001
H -0.10 2.63 -3.81 0.0001
H 1.08 0.76 -6.26 0.0000
H -0.35 -0.24 -6.10 0.0000
H 1.27 -0.84 -5.57 0.0000
H 0.03 1.39 -2.00 0.0015
H -0.42 -1.64 -4.54 0.0003
H -1.12 -3.71 -4.22 0.0009
H -1.72 -4.23 -2.70 0.0003
H -1.69 -2.83 -0.96 0.0017
C 0.20 -1.60 4.58 -0.0073
C 1.30 -1.82 3.64 -0.0304
C 1.57 -3.15 3.10 -0.0079
Sb 0.62 -0.35 1.47 -0.0057
C 2.36 -0.61 0.18 0.0010
C 2.23 -1.86 -0.68 -0.0010
C 3.65 -0.57 0.99 -0.0006
C 0.63 1.68 2.36 0.0262
C 1.72 1.76 3.42 0.0054
C -0.75 2.08 2.86 0.0007
H 0.59 -2.00 5.54 -0.0036
H -0.70 -2.17 4.35 -0.0004
H -0.02 -0.55 4.78 -0.0005
H 2.15 -1.14 3.72 -0.0037
H 0.67 -3.73 2.88 -0.0004
H 2.07 -3.68 3.93 -0.0038
H 2.28 -3.18 2.28 -0.0006
H 2.26 0.29 -0.43 -0.0003
H 2.36 -2.77 -0.10 0.0001
H 3.03 -1.85 -1.42 -0.0001
H 1.28 -1.91 -1.21 -0.0004
H 3.77 -1.44 1.64 0.0001
H 3.76 0.34 1.59 0.0000
H 4.49 -0.58 0.30 0.0002
H 0.90 2.23 1.45 -0.0002
H 1.44 1.23 4.33 0.0002
H 1.83 2.82 3.69 0.0025
H 2.70 1.43 3.08 0.0002
H -1.06 1.49 3.73 0.0002
H -1.51 2.02 2.09 0.0000
H -0.69 3.12 3.19 0.0008
Br -3.11 -0.81 1.29 -0.0017
C -3.46 1.01 0.81 0.0159
C -4.48 1.79 1.27 0.0006
C -4.55 3.07 0.73 0.0293
C -3.62 3.48 -0.23 0.0002
C -2.63 2.61 -0.63 0.0182
N -2.54 1.37 -0.10 0.0339
H -5.20 1.42 2.00 -0.0002
H -5.34 3.74 1.04 0.0012
H -3.67 4.47 -0.67 -0.0002
H -1.90 2.87 -1.38 0.0004



Entry 7:
62
Properties=species:S:1:pos:R:3:lowdin_charge:R:1 method="wB97M-V/def2-TZVPD" gap_ev=9.5687 total_energy_ev=-95388.0339 total_charge=+1
Ga -0.26 -0.33 0.08 0.5807
C 0.53 3.44 -0.39 0.0299
C -0.30 2.62 -1.30 -0.3303
N -0.61 1.34 -1.19 0.0545
C -1.41 1.01 -2.27 -0.1177
C -1.58 2.11 -3.05 -0.0413
N -0.88 3.11 -2.42 0.1278
H 1.32 2.84 0.05 0.0653
H -0.07 3.86 0.43 0.0979
H 0.98 4.27 -0.93 0.0935
H -1.78 0.01 -2.40 0.1083
H -2.12 2.26 -3.96 0.1265
H -0.80 4.06 -2.74 0.1717
C 3.81 -0.15 -3.37 0.0017
C 2.55 -0.78 -2.90 -0.2627
C 1.76 -1.78 -3.44 0.0424
C 0.71 -1.98 -2.55 -0.3039
N 0.84 -1.14 -1.52 0.0190
N 1.96 -0.42 -1.75 0.0775
C -0.38 -2.99 -2.63 -0.0018
H 4.41 -0.86 -3.94 0.0906
H 4.40 0.21 -2.53 0.0887
H 3.60 0.70 -4.02 0.0906
H 1.93 -2.30 -4.37 0.1235
H 2.31 0.20 -1.02 0.1153
H -0.53 -3.31 -3.66 0.0917
H -1.32 -2.59 -2.24 0.0627
H -0.13 -3.87 -2.03 0.0892
C 1.21 0.31 2.77 -0.0497
C 1.30 0.33 1.27 -0.4039
O 2.29 0.77 0.71 -0.0315
H 2.20 0.36 3.23 0.0953
H 0.66 -0.56 3.11 0.0578
H 0.64 1.19 3.07 0.0914
C -1.53 -2.60 3.35 -0.1727
Si -1.39 -2.90 1.50 0.4342
C 0.44 -3.30 1.14 -0.1747
C -2.43 -4.38 0.97 -0.1666
C -1.91 -1.39 0.47 -0.4083
Si -3.31 -0.27 1.11 0.4487
C -2.53 1.33 1.78 -0.1692
C -4.46 0.09 -0.35 -0.1698
C -4.36 -1.05 2.47 -0.1760
H -0.80 -3.22 3.89 0.0409
H -2.52 -2.86 3.72 0.0290
H -1.34 -1.55 3.61 0.0216
H 0.68 -4.33 1.42 0.0451
H 1.11 -2.65 1.72 0.0255
H 0.69 -3.18 0.08 0.0030
H -2.19 -5.25 1.57 0.0387
H -2.26 -4.64 -0.08 0.0280
H -3.50 -4.17 1.09 0.0291
H -2.25 -1.79 -0.50 -0.0020
H -2.36 2.06 0.98 0.0207
H -1.57 1.11 2.25 0.0035
H -3.17 1.80 2.53 0.0419
H -3.94 0.56 -1.19 0.0064
H -5.27 0.76 -0.06 0.0373
H -4.90 -0.84 -0.71 0.0391
H -3.87 -0.98 3.44 0.0263
H -4.58 -2.10 2.27 0.0309
H -5.31 -0.52 2.54 0.0385